32
Properties=species:S:1:pos:R:3 method="wB97M-V/def2-TZVPD" gap_ev=8.52 total_energy_ev=-35697.1218 de_lowest_ev=0.657 lumo_energy_ev=-9.12 total_charge=+2
O 0.86604 -3.78424 -0.97742
C 0.41813 -2.79030 -0.62628
Cd -0.22956 0.58642 0.60571
C -2.03135 0.06993 1.69927
C -0.64531 0.82013 -1.83518
O -2.99532 0.08294 2.34380
O -0.90939 1.22468 -2.88323
C 5.20412 -1.12638 0.13767
C 3.69627 -1.00565 0.02852
O 3.26886 0.31960 -0.33026
P 2.20830 1.13470 0.55124
O 3.02105 1.22283 1.95116
C 2.59988 2.02730 3.06455
C 2.93610 1.33037 4.36755
O 2.37280 2.62078 -0.10859
C 1.68220 3.83533 0.32203
C 0.20013 3.67667 0.62435
H 5.72212 -0.80871 -0.78291
H 5.34490 -2.21015 0.30389
H 5.59435 -0.55688 1.00190
H 3.29238 -1.67474 -0.74107
H 3.27421 -1.35002 0.98710
H 3.11016 2.98842 2.97087
H 1.51880 2.23477 3.03175
H 4.01799 1.16969 4.42562
H 2.58606 1.95222 5.20773
H 2.43560 0.35697 4.42432
H 2.22846 4.22534 1.19678
H 1.82337 4.52871 -0.51948
H 0.00797 3.02171 1.49267
H -0.23293 4.65033 0.89120
H -0.34898 3.30426 -0.25168

56
Properties=species:S:1:pos:R:3 method="wB97M-V/def2-TZVPD" gap_ev=8.90 total_energy_ev=-103983.6591 de_lowest_ev=17.296 lumo_energy_ev=0.07 smiles="CCO[C@@H]1OC(C(=O)N2CCOCC2)=C[C@H](c2ccc(Br)cc2)[C@H]1CCCO"
C -1.58590 -1.94479 -2.69262
C -0.19345 -1.90700 -2.52083
O 0.15395 -2.11650 -1.28013
C 0.26984 -1.31702 -0.08024
O -1.00307 -1.07884 0.01977
C -1.09532 -0.01873 1.01240
C -2.59693 0.29716 1.33100
O -3.06452 1.49271 0.89543
N -3.62294 -0.72455 1.45183
C -3.37113 -1.94536 1.67505
C -3.98215 -2.80271 0.64449
O -5.46636 -2.61683 0.73967
C -5.69446 -1.28675 0.44349
C -4.98465 -0.45636 1.59789
C -0.30169 0.82122 1.38136
C 1.21696 0.50822 1.16884
C 1.78681 1.83426 1.18321
C 3.33236 2.00049 1.72633
C 3.84844 3.33513 1.48087
C 3.14487 4.42660 0.86502
Br 4.10214 5.92606 0.46782
C 2.00160 4.22608 0.14656
C 1.08715 2.91806 0.37663
C 1.24617 -0.08918 -0.05887
C 2.61208 -0.55638 -0.76023
C 3.34489 0.44014 -1.67220
C 4.76646 0.14103 -1.60358
O 5.59936 0.22081 -0.44308
H -2.00657 -2.90203 -2.42226
H -1.87151 -1.71723 -3.67462
H -2.01204 -1.33996 -1.99425
H 0.36508 -2.65211 -3.27232
H 0.23416 -0.80658 -2.70601
H 0.42656 -2.12686 0.58338
H -2.14636 -2.37406 1.35988
H -3.52936 -2.42930 2.58065
H -3.98802 -3.87026 0.49393
H -3.61904 -2.64249 -0.24325
H -6.83802 -1.04490 0.56684
H -5.35945 -1.04246 -0.52358
H -5.21621 0.77608 1.49865
H -5.33089 -0.63622 2.63307
H -0.37149 1.48356 2.18322
H 1.62229 -0.07636 1.78133
H 3.58173 1.19810 1.99961
H 4.92618 3.39423 1.86963
H 1.26650 5.01340 -0.16157
H 0.14237 2.86706 0.03754
H 0.75436 0.38257 -1.13991
H 3.12023 -0.63717 0.38376
H 2.60599 -1.54804 -1.02968
H 2.87739 0.36962 -2.69300
H 3.22184 1.43255 -1.10440
H 4.87144 -0.75943 -1.89055
H 5.33307 0.68553 -2.38678
H 5.38920 1.27580 -0.22512

64
Properties=species:S:1:pos:R:3 method="wB97M-V/def2-TZVPD" gap_ev=6.07 total_energy_ev=-74699.7972 lumo_energy_ev=-11.17 total_charge=+3
W 0.08216 0.65990 0.84850
C 1.61832 0.54529 -1.99829
N 0.18964 0.60355 -1.53592
C -0.41470 1.88089 -2.12592
C -0.97140 2.87030 -1.12432
C 0.10251 3.51782 -0.25593
N 1.03088 2.49057 0.30229
C 2.29703 2.76005 0.35787
C 3.35257 1.84807 0.68089
C 4.67177 2.31103 0.76670
C 5.70590 1.41285 0.95551
C 5.43045 0.04815 1.02358
C 4.12822 -0.44010 0.91975
C 3.11315 0.47209 0.76521
O 1.82335 0.02790 0.64172
C -0.41436 -0.59825 -2.22928
C -1.85072 -0.89418 -1.91009
C -1.98935 -1.37844 -0.49437
N -1.81972 -0.25182 0.46964
C -2.87476 -0.04184 1.22787
C -3.04671 0.88099 2.28633
C -4.20286 0.83751 3.08384
C -4.33616 1.72636 4.12891
C -3.33619 2.67324 4.37038
C -2.19616 2.75679 3.57530
C -2.07956 1.84925 2.55219
O -1.02070 1.89026 1.69089
H 1.60386 0.57423 -3.08720
H 2.08166 -0.37962 -1.67456
H 2.18094 1.39739 -1.64259
H -1.18307 1.58580 -2.83614
H 0.37995 2.35762 -2.69907
H -1.75083 2.40362 -0.52206
H -1.48357 3.66336 -1.67088
H -0.34523 4.06968 0.56827
H 0.70393 4.20428 -0.85178
H 2.58802 3.77178 0.07457
H 4.87200 3.37301 0.68442
H 6.72464 1.76571 1.03288
H 6.24351 -0.65526 1.15267
H 3.91180 -1.49975 0.96062
H 0.20732 -1.45526 -1.96514
H -0.27816 -0.42006 -3.29731
H -2.18939 -1.68226 -2.58498
H -2.50388 -0.03669 -2.09158
H -1.24847 -2.14459 -0.25990
H -2.96876 -1.81847 -0.32274
H -3.72940 -0.67988 1.01649
H -4.97125 0.10160 2.87898
H -5.21443 1.69890 4.75829
H -3.45238 3.37089 5.19029
H -1.44127 3.51296 3.74240
Cl 1.35375 1.41511 3.16609
C 1.93512 -0.14103 3.73312
C 3.00501 -0.19063 4.59270
C 3.40033 -1.44982 5.04070
C 2.73875 -2.59840 4.63068
C 1.65683 -2.50698 3.76670
Cl 0.82492 -3.92496 3.27027
C 1.23740 -1.26059 3.29584
S -0.21039 -1.15369 2.32226
H 3.51027 0.70920 4.91635
H 4.23600 -1.53188 5.72322
H 3.05269 -3.57282 4.98051

11
Properties=species:S:1:pos:R:3 method="wB97M-V/def2-TZVPD" gap_ev=10.72 total_energy_ev=-10679.5386 de_lowest_ev=4.048 lumo_energy_ev=0.88 smiles="C=C=C(F)F.C#C"
C 1.07062 1.17314 0.40579
C 0.59905 0.20538 1.11444
C 0.23008 -0.76519 1.85192
F 0.77487 -1.96539 1.89550
F -0.81809 -0.63975 2.72547
H 1.84676 1.81371 0.83280
H 0.76298 1.31798 -0.65885
C -1.85208 -0.37179 -0.63604
C -2.23296 -1.46234 -0.61359
H -1.24341 0.48626 -0.42967
H -2.84033 -2.19324 -0.92875

Repeat the second record exactly.
56
Properties=species:S:1:pos:R:3 method="wB97M-V/def2-TZVPD" gap_ev=8.90 total_energy_ev=-103983.6591 de_lowest_ev=17.296 lumo_energy_ev=0.07 smiles="CCO[C@@H]1OC(C(=O)N2CCOCC2)=C[C@H](c2ccc(Br)cc2)[C@H]1CCCO"
C -1.58590 -1.94479 -2.69262
C -0.19345 -1.90700 -2.52083
O 0.15395 -2.11650 -1.28013
C 0.26984 -1.31702 -0.08024
O -1.00307 -1.07884 0.01977
C -1.09532 -0.01873 1.01240
C -2.59693 0.29716 1.33100
O -3.06452 1.49271 0.89543
N -3.62294 -0.72455 1.45183
C -3.37113 -1.94536 1.67505
C -3.98215 -2.80271 0.64449
O -5.46636 -2.61683 0.73967
C -5.69446 -1.28675 0.44349
C -4.98465 -0.45636 1.59789
C -0.30169 0.82122 1.38136
C 1.21696 0.50822 1.16884
C 1.78681 1.83426 1.18321
C 3.33236 2.00049 1.72633
C 3.84844 3.33513 1.48087
C 3.14487 4.42660 0.86502
Br 4.10214 5.92606 0.46782
C 2.00160 4.22608 0.14656
C 1.08715 2.91806 0.37663
C 1.24617 -0.08918 -0.05887
C 2.61208 -0.55638 -0.76023
C 3.34489 0.44014 -1.67220
C 4.76646 0.14103 -1.60358
O 5.59936 0.22081 -0.44308
H -2.00657 -2.90203 -2.42226
H -1.87151 -1.71723 -3.67462
H -2.01204 -1.33996 -1.99425
H 0.36508 -2.65211 -3.27232
H 0.23416 -0.80658 -2.70601
H 0.42656 -2.12686 0.58338
H -2.14636 -2.37406 1.35988
H -3.52936 -2.42930 2.58065
H -3.98802 -3.87026 0.49393
H -3.61904 -2.64249 -0.24325
H -6.83802 -1.04490 0.56684
H -5.35945 -1.04246 -0.52358
H -5.21621 0.77608 1.49865
H -5.33089 -0.63622 2.63307
H -0.37149 1.48356 2.18322
H 1.62229 -0.07636 1.78133
H 3.58173 1.19810 1.99961
H 4.92618 3.39423 1.86963
H 1.26650 5.01340 -0.16157
H 0.14237 2.86706 0.03754
H 0.75436 0.38257 -1.13991
H 3.12023 -0.63717 0.38376
H 2.60599 -1.54804 -1.02968
H 2.87739 0.36962 -2.69300
H 3.22184 1.43255 -1.10440
H 4.87144 -0.75943 -1.89055
H 5.33307 0.68553 -2.38678
H 5.38920 1.27580 -0.22512